A cluster of 13 separate species, C45H75N3O10 in total in a non-equilibrium geometry. Source: OMol25; level of theory: ωB97M-V/def2-TZVPD.

XYZ file:
```
133
Properties=species:S:1:pos:R:3:forces:R:3
N -1.09221 1.09025 -0.15402 0.5 0.6 1.5
C -0.11552 1.58109 0.63340 -0.9 -0.1 -1.6
C 1.15820 0.95419 0.71641 -0.2 -0.9 -0.6
C 1.30540 -0.27476 0.03694 0.8 0.2 0.4
C 0.25948 -0.83362 -0.65656 2.6 -0.4 0.7
C -0.91027 -0.11836 -0.68355 -1.4 0.8 -0.9
H -0.23089 2.56989 1.05216 -0.3 0.1 0.1
H 1.97640 1.44461 1.22280 0.1 0.1 0.1
H 2.27980 -0.73570 0.10384 0.0 -0.2 -0.3
H 0.38770 -1.78568 -1.15006 -0.3 -0.1 0.0
H -1.70320 -0.54012 -1.28338 -0.6 0.1 0.2
N -1.72410 -1.36567 -4.62806 0.1 0.2 -0.5
C -1.81294 -0.61707 -5.73428 -0.4 -0.3 0.0
C -0.72649 -0.19191 -6.46050 -0.6 0.3 -0.2
C 0.49260 -0.57454 -6.01574 1.8 1.1 -1.2
C 0.63843 -1.36751 -4.92754 0.9 -0.7 0.7
C -0.48340 -1.73620 -4.26126 -1.9 -0.6 0.3
H -2.76630 -0.38650 -6.18631 -0.6 -0.1 0.7
H -0.84756 0.40965 -7.34925 0.0 0.0 0.0
H 1.35842 -0.20877 -6.54769 0.3 -0.2 -0.1
H 1.59171 -1.76678 -4.61410 0.2 0.1 0.0
H -0.47100 -2.47214 -3.47091 0.2 0.1 0.4
N 4.06376 2.91031 -2.37382 -3.3 -1.6 -0.4
C 3.91893 1.73532 -3.15321 0.0 3.0 1.1
C 2.70833 1.09313 -3.38330 0.0 0.0 -0.4
C 1.56043 1.64701 -2.90227 -0.8 -0.2 0.8
C 1.59724 2.78693 -2.10926 0.5 -0.5 0.1
C 2.84363 3.37358 -1.84240 1.8 -1.1 -1.3
H 4.76810 1.44916 -3.75606 0.5 -0.1 0.5
H 2.61695 0.21450 -4.00464 0.4 0.0 0.0
H 0.61225 1.15326 -3.05582 -0.2 0.0 -0.3
H 0.67562 3.18632 -1.71237 0.0 0.4 0.0
H 2.80016 4.28996 -1.27251 0.8 0.1 0.1
C -5.82992 4.67949 0.62131 -0.6 0.0 0.5
C -4.75817 3.71191 1.05532 -0.2 -1.7 0.2
O -5.02663 2.61073 1.54077 0.3 1.6 -0.6
C -3.33168 4.13642 0.82122 -0.5 0.2 0.2
H -6.79213 4.17279 0.54711 0.1 -0.1 -0.2
H -5.60634 5.25742 -0.27541 0.1 -0.3 0.0
H -5.98815 5.41068 1.41404 0.2 0.2 0.2
H -3.31370 4.68046 -0.12313 0.5 -0.2 0.0
H -2.66289 3.27731 0.87368 -0.1 0.1 -0.2
H -3.06747 4.84489 1.60631 0.1 0.1 0.1
C 2.86660 -3.56086 0.60396 0.2 0.5 -0.2
C 2.44269 -4.84176 -0.10635 0.6 -1.7 0.9
O 2.63200 -5.92650 0.44370 -0.4 1.7 -1.0
C 1.80575 -4.74817 -1.48049 -0.8 0.7 0.0
H 2.09306 -3.18973 1.27627 -0.2 -0.5 0.1
H 3.07219 -2.72209 -0.06109 0.0 -0.2 -0.5
H 3.77574 -3.68584 1.19213 -0.2 -0.4 0.1
H 0.95419 -5.41501 -1.61571 0.3 -0.4 0.3
H 2.48696 -4.89538 -2.31858 0.2 -0.2 0.4
H 1.36875 -3.75839 -1.61265 0.2 0.2 0.0
C 0.55268 5.95158 0.57375 0.4 -0.6 -0.3
C -0.31368 6.54212 -0.50055 -1.0 -1.3 -3.6
O -0.98676 5.78495 -1.24721 1.4 1.6 2.2
C -0.26311 8.02460 -0.85046 0.2 -0.5 0.9
H 0.10810 6.02263 1.56642 0.2 0.1 0.0
H 1.58392 6.30397 0.55194 -0.2 0.8 0.3
H 0.71772 4.91118 0.29372 -0.6 -0.3 0.3
H -1.07492 8.43330 -0.24877 0.0 0.6 0.0
H -0.42095 8.27173 -1.90028 -0.2 -0.5 0.1
H 0.69044 8.45322 -0.54205 -0.1 0.1 0.2
C -0.71200 -2.68709 4.92676 0.4 0.4 -0.2
C 0.47188 -2.69131 3.93834 -1.8 -0.1 1.6
O 1.21970 -3.62529 3.91334 0.8 -0.4 -0.4
C 0.64155 -1.52434 3.00444 0.9 -0.1 -0.4
H -0.88291 -3.63197 5.44260 0.3 -0.1 -0.4
H -1.66080 -2.33633 4.52074 0.1 0.1 -0.2
H -0.41632 -1.97544 5.69762 -0.1 0.2 0.2
H 0.69672 -0.49593 3.36140 -0.7 -0.1 0.6
H -0.14173 -1.65659 2.25807 0.0 0.3 -0.2
H 1.63692 -1.66161 2.58194 -0.1 -0.2 -0.5
C 4.99872 -1.08180 2.63537 0.7 0.3 -0.1
C 4.57163 -0.70470 4.03488 1.7 1.7 1.2
O 4.82837 0.42027 4.53111 -1.3 -3.0 -1.4
C 4.12270 -1.89312 4.89101 0.0 1.4 0.2
H 5.75315 -0.39325 2.25480 -0.4 0.4 0.0
H 4.18507 -1.18800 1.91788 -0.1 -0.1 0.1
H 5.53540 -2.02658 2.72181 -0.3 -0.3 -0.1
H 4.66298 -1.72261 5.82220 -0.1 -0.4 0.2
H 4.33330 -2.87780 4.47369 -0.2 0.2 0.0
H 3.06628 -1.75015 5.11826 -0.1 -0.3 0.0
C 6.13210 -1.82306 -2.31684 0.8 0.7 0.4
C 4.78112 -2.27830 -2.66907 -1.7 -0.2 -0.1
O 3.75715 -1.69970 -2.31155 0.9 -0.3 0.0
C 4.71224 -3.41640 -3.63861 -0.5 -0.8 0.5
H 6.20947 -1.54953 -1.26456 0.0 0.0 0.0
H 6.25735 -0.89928 -2.88168 0.2 0.2 0.0
H 6.93505 -2.50239 -2.60301 -0.2 0.0 0.1
H 5.53440 -4.11889 -3.50207 0.4 0.5 -0.6
H 4.60551 -2.95048 -4.61822 0.4 -0.4 -0.3
H 3.85315 -4.06645 -3.47279 -0.4 0.5 -0.1
C -4.48843 -0.38477 -2.60844 -0.5 0.8 -0.2
C -5.86889 -0.06506 -3.23715 0.8 -2.0 -0.3
O -6.54017 -0.99692 -3.66361 0.5 1.5 0.5
C -6.26814 1.38387 -3.34788 -0.8 -0.9 0.1
H -3.92636 -1.14289 -3.15380 -0.3 -0.1 0.0
H -4.67399 -0.69514 -1.58017 0.0 -0.2 0.1
H -3.89524 0.52885 -2.56952 0.1 0.0 0.1
H -7.34660 1.37593 -3.18986 0.0 0.4 0.1
H -6.12098 1.64743 -4.39525 0.3 0.4 0.1
H -5.76034 2.02576 -2.62801 0.0 0.0 -0.3
C 3.32268 3.47137 5.04200 0.2 0.6 -0.9
C 2.16367 3.39355 4.04416 1.4 -0.1 -1.6
O 2.37285 3.43472 2.80783 -0.9 -0.2 2.8
C 0.78671 3.22804 4.64946 0.0 -0.4 -1.2
H 3.35420 4.45227 5.51628 -0.6 0.1 0.4
H 4.27696 3.50034 4.51606 -0.1 -0.7 -0.2
H 3.28689 2.68770 5.79876 0.0 0.1 -0.1
H 0.48077 4.12394 5.18970 0.1 -0.2 0.2
H 0.74121 2.31762 5.24710 0.2 0.3 0.5
H 0.09430 3.02988 3.83128 -0.2 0.3 -0.1
C -5.54675 -2.35662 1.91154 0.5 1.6 0.2
C -4.26391 -1.77983 2.56478 -0.3 -1.5 1.6
O -3.89819 -2.24136 3.65202 -0.2 1.2 -1.9
C -3.44938 -0.77432 1.76521 -0.2 0.1 -0.6
H -6.35187 -2.50474 2.63122 0.4 -0.4 0.2
H -5.29834 -3.26305 1.35947 -0.1 0.0 0.0
H -5.92994 -1.56846 1.26341 0.0 -0.3 -0.5
H -2.94952 0.02490 2.31246 -0.1 -0.3 0.4
H -4.01072 -0.29482 0.96329 -0.4 0.0 0.2
H -2.69850 -1.33709 1.21063 0.3 -0.3 0.1
C -2.16563 -4.71269 1.56386 0.6 0.0 0.3
C -2.07806 -4.34122 0.10540 0.0 0.5 0.5
O -1.11908 -3.71911 -0.34204 -0.6 -0.4 0.4
C -3.25167 -4.66838 -0.76276 0.3 0.0 -2.0
H -2.61154 -5.67392 1.81940 -0.2 0.0 -0.5
H -2.76153 -3.95256 2.06904 -0.1 0.1 0.0
H -1.17723 -4.70383 2.02330 0.1 0.1 -0.1
H -3.22915 -5.71225 -1.07571 -0.2 -0.4 0.7
H -3.06287 -4.21056 -1.73377 0.1 0.4 0.0
H -4.26990 -4.37030 -0.51284 0.2 -0.2 0.7
```
Forces are in eV/Å.

## Properties
2S+1	2
E_LUMO (spin up / spin down)	-3.24 / -8.20	eV
⟨S²⟩	0.7649
charge	+1
HOMO-LUMO gap (spin up / spin down)	0.295 / 0.112	hartree
HOMO energy (spin up / spin down)	-0.41358 / -0.41358	Ha